C3H4N4O in the gas phase in a non-equilibrium geometry, computed with ωB97M-V/def2-TZVPD.

Geometry (Å):
1 C -1.134 0.997 0.524
2 C -0.028 -1.425 -0.384
3 C 1.728 0.011 0.241
4 H -0.138 2.539 -0.330
5 H -1.477 1.685 1.267
6 H 0.405 -2.210 -1.174
7 H 2.927 -0.052 0.084
8 N -0.101 1.430 -0.505
9 N -1.679 -0.145 0.360
10 N -1.232 -0.972 -0.605
11 N 1.270 1.003 -0.385
12 O 0.884 -1.085 0.726

Summary:
**SMILES string**: c1nncocn[nH]1
**LUMO**: 0.7 eV
**Charge**: 0
**Energy relative to the best compared isomer or geometry (same formula, charge and spin)**: 511.1 kJ/mol
**HOMO**: -9.690 eV
**Gap between HOMO and LUMO**: 10.3567 eV
**Multiplicity**: 1